No. 1
The following is a DFT calculation (wB97M-V/def2-TZVPD) of one molecule with the formula C5H8O.

Summary:
* max |F|: 0.7 eV/A
* energy above the lowest of the compared OMol25 structures with the same formula, charge and spin: 343.1 kJ/mol
* calculated total energy: -270.42721 hartree
* orbital gap: 10.5 eV
* highest occupied orbital energy: -9.5 eV

```
! RIJCOSX wB97M-V def2-TZVPD def2/J DEFGRID3
* xyz 0 1
C 2.642 0.235 0.452
C 1.554 0.281 -0.517
C 0.466 -0.109 -0.861
C -0.616 -0.914 -0.236
O -1.411 -0.127 0.600
C -2.318 0.644 -0.139
H 2.817 -0.835 0.624
H 3.569 0.724 0.172
H 2.267 0.662 1.391
H -0.075 -1.594 0.433
H -1.208 -1.503 -0.947
H -2.991 -0.015 -0.708
H -2.897 1.230 0.574
H -1.797 1.319 -0.838
*
```

natural (NBO) charges in e:
1. C -0.68
2. C 0.05
3. C -0.10
4. C -0.11
5. O -0.52
6. C -0.26
7. H 0.23
8. H 0.23
9. H 0.24
10. H 0.20
11. H 0.18
12. H 0.16
13. H 0.19
14. H 0.18


No. 2
The following is a DFT calculation (wB97M-V/def2-TZVPD) of a 5-piece molecular cluster, C23H46NO15PS overall.

Summary:
* max |F|: 1.0 eV/A
* calculated total energy: -2826.86965 hartree
* orbital gap: 9.9 eV
* highest occupied orbital energy: -9.7 eV

```
! RIJCOSX wB97M-V def2-TZVPD def2/J DEFGRID3
* xyz 0 1
C -0.441 3.045 2.295
C -1.348 2.416 3.324
O -1.384 2.782 4.461
O -2.199 1.433 2.926
C -1.918 0.619 1.787
P -0.540 -0.608 2.178
C -0.957 -1.829 0.889
C -1.368 -1.261 -0.469
C -0.352 -0.275 -1.069
S 0.748 -1.191 -2.182
O 0.848 -1.778 2.752
C 1.948 -1.203 2.999
N 2.953 -0.674 3.230
H -0.299 4.076 2.606
H 0.539 2.570 2.315
H -0.840 3.032 1.285
H -2.832 0.051 1.611
H -1.747 1.228 0.898
H -1.079 -0.789 3.449
H 0.476 0.348 2.067
H -1.757 -2.439 1.318
H -0.101 -2.487 0.768
H -2.355 -0.804 -0.447
H -1.457 -2.113 -1.146
H 0.241 0.231 -0.308
H -0.870 0.488 -1.646
H 1.377 -0.163 -2.755
C -6.089 -3.290 -5.041
C -5.339 -4.474 -5.608
O -4.024 -4.106 -6.062
C -3.105 -3.984 -5.107
O -3.272 -4.183 -3.930
O -1.959 -3.615 -5.675
C -0.878 -3.438 -4.753
H -6.123 -2.478 -5.769
H -7.111 -3.581 -4.797
H -5.609 -2.924 -4.135
H -5.832 -4.861 -6.497
H -5.255 -5.280 -4.880
H -0.740 -4.330 -4.145
H -1.061 -2.580 -4.111
H 0.005 -3.259 -5.359
C 4.842 1.808 2.303
C 5.334 3.170 1.878
O 6.206 3.100 0.730
C 5.609 2.917 -0.439
O 4.422 2.810 -0.635
O 6.547 2.877 -1.386
C 6.051 2.647 -2.707
H 5.674 1.130 2.489
H 4.257 1.887 3.219
H 4.209 1.362 1.539
H 5.944 3.635 2.650
H 4.506 3.841 1.651
H 5.273 3.365 -2.959
H 5.657 1.636 -2.793
H 6.906 2.773 -3.365
C -4.669 -8.077 2.494
C -4.659 -7.336 3.811
O -3.322 -7.157 4.313
C -2.631 -6.168 3.755
O -3.033 -5.405 2.912
O -1.416 -6.145 4.302
C -0.558 -5.140 3.758
H -4.140 -9.026 2.588
H -5.697 -8.280 2.192
H -4.190 -7.489 1.713
H -5.163 -7.908 4.587
H -5.144 -6.364 3.728
H -1.045 -4.168 3.789
H -0.292 -5.384 2.731
H 0.337 -5.125 4.373
C 2.269 5.143 -0.261
C 3.441 6.051 -0.550
O 3.071 7.153 -1.400
C 2.450 8.158 -0.790
O 2.208 8.239 0.386
O 2.154 9.081 -1.706
C 1.458 10.221 -1.193
H 1.818 4.799 -1.192
H 2.605 4.272 0.297
H 1.509 5.667 0.319
H 4.209 5.522 -1.108
H 3.884 6.439 0.367
H 1.996 10.656 -0.354
H 0.455 9.942 -0.877
H 1.408 10.928 -2.016
*
```

Löwdin charges in e:
1. C 0.01
2. C -0.54
3. O 0.13
4. O -0.06
5. C -0.32
6. P 0.97
7. C -0.28
8. C -0.31
9. C -0.57
10. S 0.74
11. O -0.23
12. C -0.51
13. N 0.14
14. H 0.09
15. H 0.08
16. H 0.08
17. H 0.10
18. H 0.08
19. H 0.08
20. H 0.05
21. H 0.11
22. H 0.09
23. H 0.10
24. H 0.09
25. H 0.05
26. H 0.07
27. H -0.14
28. C -0.07
29. C -0.21
30. O 0.04
31. C -0.62
32. O 0.12
33. O 0.01
34. C -0.05
35. H 0.08
36. H 0.08
37. H 0.07
38. H 0.12
39. H 0.12
40. H 0.10
41. H 0.05
42. H 0.09
43. C -0.08
44. C -0.20
45. O 0.05
46. C -0.61
47. O 0.10
48. O 0.01
49. C -0.04
50. H 0.08
51. H 0.07
52. H 0.06
53. H 0.12
54. H 0.11
55. H 0.09
56. H 0.10
57. H 0.09
58. C -0.06
59. C -0.21
60. O 0.04
61. C -0.61
62. O 0.11
63. O 0.01
64. C -0.04
65. H 0.08
66. H 0.08
67. H 0.08
68. H 0.12
69. H 0.12
70. H 0.08
71. H 0.10
72. H 0.10
73. C -0.06
74. C -0.20
75. O 0.04
76. C -0.61
77. O 0.12
78. O 0.00
79. C -0.04
80. H 0.09
81. H 0.05
82. H 0.07
83. H 0.11
84. H 0.13
85. H 0.10
86. H 0.10
87. H 0.09


> Look up the max |F| of the first one.

0.7 eV/A